This record from the Open Molecules 2025 dataset describes C29H50F2HfN3O11S2 as an isolated structure in a non-equilibrium geometry. The level of theory is the ωB97M-V functional and the def2-TZVPD basis.

CARTESIAN COORDINATES (ANGSTROEM)
Hf 10.64 10.37 -11.16
C 8.67 8.78 -7.41
C 7.59 8.13 -8.51
C 6.23 8.23 -7.78
C 4.99 7.86 -8.71
C 5.06 8.89 -9.86
C 6.43 8.87 -10.64
N 7.65 8.96 -9.74
O 8.95 8.80 -10.42
C 6.53 10.22 -11.52
C 6.50 7.63 -11.55
C 7.96 6.65 -8.59
H 8.88 8.15 -6.55
H 8.42 9.61 -6.76
H 9.65 8.94 -7.86
H 6.20 9.22 -7.34
H 6.00 7.62 -6.91
H 4.22 7.84 -7.93
H 5.08 6.83 -9.05
H 4.99 9.84 -9.34
H 4.16 8.67 -10.43
H 6.32 11.12 -10.94
H 5.90 10.40 -12.39
H 7.54 10.14 -11.92
H 7.39 7.25 -12.05
H 5.83 7.80 -12.39
H 5.88 6.87 -11.08
H 7.60 6.03 -9.41
H 7.57 6.17 -7.70
H 9.02 6.45 -8.76
F 9.50 11.39 -12.86
F 12.39 8.97 -10.63
C 11.93 14.29 -12.02
C 11.87 13.87 -10.74
C 11.75 14.77 -9.55
O 11.56 14.39 -8.32
C 11.95 16.10 -9.65
C 12.19 16.65 -11.02
C 11.99 15.77 -12.21
O 11.95 16.31 -13.37
O 12.61 17.75 -11.42
O 11.94 12.56 -10.66
H 12.17 13.59 -12.81
H 11.94 16.77 -8.81
C 8.28 12.43 -7.96
C 8.59 12.74 -9.45
O 9.30 11.90 -9.99
N 8.15 13.88 -10.12
C 8.33 14.03 -11.52
H 8.12 11.35 -7.94
H 7.30 12.76 -7.62
H 9.03 12.78 -7.26
H 7.35 14.33 -9.70
H 8.03 15.01 -11.89
H 7.83 13.24 -12.08
H 9.32 13.92 -11.96
C 8.82 8.56 -14.57
C 10.06 8.15 -13.78
O 10.61 8.97 -13.08
N 10.45 6.91 -14.05
C 11.71 6.28 -13.65
H 9.03 8.39 -15.63
H 8.44 9.56 -14.37
H 8.01 7.88 -14.34
H 10.06 6.44 -14.86
H 12.66 6.81 -13.72
H 11.94 5.37 -14.20
H 11.55 5.98 -12.62
C 15.86 9.15 -13.75
C 16.45 10.17 -12.75
C 15.32 10.75 -11.89
S 13.97 11.12 -13.22
O 13.99 12.51 -13.75
O 12.68 10.57 -12.77
C 14.82 10.05 -14.56
H 15.31 8.38 -13.21
H 16.48 8.69 -14.51
H 17.04 10.89 -13.31
H 17.02 9.50 -12.11
H 15.52 11.59 -11.24
H 15.01 9.94 -11.22
H 15.27 10.80 -15.21
H 14.12 9.67 -15.31
C 13.85 9.28 -6.45
C 14.01 10.78 -6.39
C 13.15 11.39 -7.52
S 11.66 10.47 -7.46
O 11.11 10.46 -8.85
O 10.82 10.90 -6.32
C 12.51 8.85 -6.97
H 14.16 8.72 -5.57
H 14.56 9.06 -7.24
H 15.09 10.94 -6.50
H 13.61 11.15 -5.45
H 13.64 11.20 -8.47
H 12.83 12.42 -7.36
H 12.55 8.09 -7.75
H 11.93 8.35 -6.20

Values from the calculation:
- Charge: -2
- Gap between HOMO and LUMO (spin up / spin down): 2.3 / 4.4 eV
- Largest force on an atom: 5.57 eV Å⁻¹
- HOMO level (spin up / spin down): 1.5 / -0.7 eV
- 2S+1: 2